Entry a
DFT (ωB97M-V/def2-TZVPD) results for a 2-piece molecular cluster, CHClF2OS2 overall.

As for the frontier orbital gap (spin up / spin down): 8.49 / 6.63 eV. As for the multiplicity: 1. The total charge is 0.

Element x y z (Å)
C: 0.37 0.45 -0.39
O: -0.79 2.94 1.75
F: -0.38 1.29 -1.12
F: 1.60 0.76 -0.54
S: 1.51 1.96 3.14
S: -0.05 1.75 2.05
Cl: -1.15 0.28 3.00
H: 0.07 -0.50 -0.40


Entry b
DFT (ωB97M-V/def2-TZVPD) results for one molecule with the formula CHClF2OS2.

As for the frontier orbital gap (spin up / spin down): 7.77 / 7.77 eV. As for the multiplicity: 1. As for the SMILES: O=S(Cl)#[SH]=C(F)F. The total charge is 0.

Element x y z (Å)
O: 1.49 -0.10 -1.17
S: 1.19 0.75 -0.03
Cl: 2.57 0.86 1.50
S: -0.17 -0.51 1.13
C: -1.35 -0.27 -0.60
F: -1.13 1.15 -0.72
F: -2.63 -0.33 -0.48
H: 0.03 -1.55 0.37


Of them, entry a has the highest stability.


Entry a
DFT (ωB97M-V/def2-TZVPD) results for C46H42BrN4P2S2Se3TeY as an isolated structure.

As for the frontier orbital gap (spin up / spin down): 5.43 / 5.64 eV. As for the multiplicity: 2. The total charge is -1.

Element x y z (Å)
Y: 1.91 1.80 -0.86
C: -5.72 1.66 3.25
S: -5.65 0.33 2.04
C: -4.43 -0.73 2.85
C: -3.01 -0.19 2.86
C: -2.47 0.03 1.45
N: -1.01 0.22 1.32
P: -0.25 1.66 1.84
C: -0.67 1.85 3.59
C: -1.67 2.69 4.08
C: -1.96 2.73 5.44
C: -1.25 1.93 6.32
C: -0.25 1.10 5.85
C: 0.05 1.07 4.49
C: -1.09 2.98 0.94
C: -0.99 4.30 1.38
C: -1.50 5.34 0.62
C: -2.09 5.07 -0.62
C: -2.14 3.77 -1.09
C: -1.64 2.73 -0.31
P: 0.05 -1.09 0.89
C: -0.12 -2.19 2.37
C: 0.93 -2.11 3.28
C: 0.90 -2.83 4.47
C: -0.19 -3.64 4.76
C: -1.24 -3.74 3.85
C: -1.20 -3.02 2.67
C: -0.92 -2.02 -0.34
C: -0.69 -3.39 -0.49
C: -1.21 -4.09 -1.56
C: -1.98 -3.44 -2.52
C: -2.20 -2.07 -2.40
C: -1.67 -1.37 -1.33
H: -6.36 2.44 2.86
H: -4.73 2.09 3.43
H: -6.13 1.31 4.20
H: -4.48 -1.69 2.32
H: -4.77 -0.91 3.87
H: -2.37 -0.90 3.38
H: -2.98 0.72 3.45
H: -2.99 0.87 0.98
H: -2.73 -0.85 0.86
H: -2.25 3.30 3.39
H: -2.75 3.38 5.80
H: -1.48 1.96 7.38
H: 0.32 0.48 6.53
H: 0.85 0.43 4.13
H: -0.48 4.53 2.31
H: -1.41 6.36 0.96
H: -2.47 5.88 -1.22
H: -2.57 3.55 -2.06
H: -1.67 1.71 -0.69
H: 1.78 -1.47 3.06
H: 1.73 -2.75 5.17
H: -0.21 -4.21 5.68
H: -2.08 -4.38 4.07
H: -2.02 -3.11 1.96
H: -0.08 -3.91 0.24
H: -1.01 -5.15 -1.66
H: -2.38 -3.99 -3.36
H: -2.78 -1.55 -3.15
H: -1.82 -0.30 -1.27
Se: 4.64 1.40 -1.55
Se: 5.44 3.63 -1.62
Te: 4.09 4.69 0.21
Se: 1.84 4.68 -0.89
Br: 5.36 -3.63 -2.65
C: 5.07 -2.92 -0.90
C: 5.85 -3.38 0.14
C: 5.61 -2.84 1.40
C: 4.61 -1.89 1.54
C: 3.90 -1.51 0.42
N: 4.12 -2.02 -0.80
H: 6.62 -4.12 -0.03
H: 6.19 -3.16 2.25
H: 4.40 -1.43 2.49
H: 3.12 -0.76 0.49
N: 3.69 -2.97 -9.18
C: 3.36 -2.59 -8.15
C: 2.93 -2.12 -6.86
C: 3.82 -1.42 -6.04
C: 3.40 -0.95 -4.81
C: 2.09 -1.17 -4.39
C: 1.20 -1.88 -5.21
C: 1.62 -2.35 -6.44
C: 1.65 -0.64 -3.13
C: 1.29 -0.14 -2.08
H: 4.83 -1.26 -6.37
H: 4.07 -0.41 -4.16
H: 0.20 -2.06 -4.86
H: 0.94 -2.90 -7.08
S: 2.61 2.09 2.49
C: 1.39 1.44 1.48
C: -0.66 2.03 -6.10
C: -0.61 3.19 -5.11
C: 0.10 2.82 -3.89
N: 0.68 2.54 -2.95
H: -1.25 2.31 -6.97
H: -1.09 1.15 -5.65
H: 0.35 1.77 -6.44
H: -1.62 3.51 -4.82
H: -0.11 4.07 -5.53


Entry b
DFT (ωB97M-V/def2-TZVPD) results for C46H42BrN4P2S2Se3TeY as an isolated structure.

As for the frontier orbital gap (spin up / spin down): 5.16 / 5.73 eV. As for the multiplicity: 2. The total charge is -1.

Element x y z (Å)
Y: -0.03 0.26 0.12
C: -4.91 2.21 -6.52
S: -4.79 0.41 -6.50
C: -3.00 0.25 -6.68
C: -2.21 0.49 -5.40
C: -2.44 -0.59 -4.36
N: -1.61 -0.39 -3.19
P: 0.09 -1.03 -2.78
C: -0.03 -2.31 -4.11
C: -0.52 -3.58 -3.84
C: -0.70 -4.52 -4.84
C: -0.39 -4.20 -6.16
C: 0.11 -2.94 -6.45
C: 0.29 -2.01 -5.44
C: 1.06 0.31 -3.61
C: 0.53 1.60 -3.65
C: 1.28 2.66 -4.14
C: 2.56 2.45 -4.63
C: 3.09 1.16 -4.61
C: 2.35 0.11 -4.09
P: -2.27 0.25 -1.80
C: -3.20 1.75 -2.28
C: -2.65 3.00 -2.04
C: -3.31 4.15 -2.44
C: -4.54 4.06 -3.07
C: -5.11 2.82 -3.30
C: -4.45 1.67 -2.91
C: -3.60 -0.86 -1.27
C: -4.59 -0.45 -0.38
C: -5.47 -1.37 0.16
C: -5.38 -2.71 -0.19
C: -4.41 -3.13 -1.10
C: -3.53 -2.20 -1.63
H: -5.95 2.48 -6.34
H: -4.61 2.61 -7.48
H: -4.31 2.66 -5.73
H: -2.69 0.95 -7.46
H: -2.80 -0.75 -7.07
H: -2.45 1.48 -4.98
H: -1.15 0.52 -5.65
H: -2.22 -1.57 -4.81
H: -3.49 -0.62 -4.07
H: -0.76 -3.86 -2.82
H: -1.09 -5.50 -4.59
H: -0.54 -4.93 -6.94
H: 0.37 -2.68 -7.47
H: 0.68 -1.03 -5.69
H: -0.47 1.80 -3.30
H: 0.86 3.66 -4.13
H: 3.15 3.27 -5.01
H: 4.09 0.98 -4.98
H: 2.79 -0.88 -4.04
H: -1.71 3.08 -1.51
H: -2.87 5.12 -2.24
H: -5.06 4.96 -3.38
H: -6.07 2.74 -3.79
H: -4.90 0.70 -3.09
H: -4.66 0.59 -0.09
H: -6.23 -1.04 0.86
H: -6.07 -3.43 0.23
H: -4.34 -4.17 -1.38
H: -2.76 -2.53 -2.32
Se: 2.69 0.05 -0.34
Se: 0.45 3.05 0.06
Te: 1.31 2.58 2.42
Se: 0.35 0.30 2.91
Br: -0.57 -3.70 -0.24
C: -1.51 -3.07 1.25
C: -1.93 -4.00 2.20
C: -2.65 -3.53 3.28
C: -2.92 -2.17 3.36
C: -2.43 -1.34 2.38
N: -1.71 -1.77 1.33
H: -1.69 -5.04 2.08
H: -2.99 -4.21 4.05
H: -3.49 -1.75 4.18
H: -2.60 -0.27 2.42
N: 0.67 -6.73 7.23
C: 0.91 -6.14 6.28
C: 1.22 -5.39 5.09
C: 1.51 -4.03 5.18
C: 1.79 -3.31 4.04
C: 1.79 -3.94 2.77
C: 1.49 -5.32 2.71
C: 1.21 -6.03 3.85
C: 2.03 -3.19 1.62
C: 2.24 -2.52 0.61
H: 1.51 -3.54 6.14
H: 2.00 -2.25 4.08
H: 1.49 -5.80 1.74
H: 0.98 -7.09 3.79
S: 2.13 -2.54 -2.10
C: 2.39 -1.81 -0.56
C: -2.32 2.90 4.30
C: -2.60 3.41 2.88
C: -2.41 2.36 1.90
N: -2.26 1.53 1.12
H: -2.39 3.73 5.00
H: -1.33 2.47 4.35
H: -3.05 2.14 4.59
H: -1.90 4.21 2.61
H: -3.62 3.80 2.77


Of them, entry b has the highest stability.